(1)
{"formula": "C23H22FN4O3PdS2", "method": "the ωB97M-V functional and the def2-TZVPD basis", "energy_ha": -2358.34561, "de_lowest_kcal_mol": 0.0, "total_charge": 1, "e_homo_ev": -9.5, "elements": ["Pd", "C", "C", "N", "C", "C", "C", "O", "O", "C", "O", "C", "C", "C", "F", "C", "C", "C", "N", "C", "C", "N", "C", "C", "H", "H", "H", "H", "H", "H", "H", "H", "H", "H", "H", "H", "H", "H", "H", "H", "H", "H", "S", "C", "N", "C", "C", "C", "C", "C", "C", "S", "H", "H", "H", "H"], "xyz": [[4.070, 2.470, 0.129], [1.078, -4.084, 2.053], [1.596, -3.916, 0.633], [1.766, -2.508, 0.261], [2.993, -1.960, 0.339], [3.310, -0.656, 0.084], [4.807, -0.349, 0.169], [5.532, -1.286, 0.457], [5.214, 0.845, -0.060], [2.267, 0.225, -0.299], [2.380, 1.444, -0.558], [0.928, -0.365, -0.403], [-0.145, 0.445, -0.782], [-1.404, -0.076, -0.861], [-2.432, 0.738, -1.183], [-1.663, -1.426, -0.595], [-0.603, -2.231, -0.223], [0.696, -1.715, -0.108], [-2.958, -2.000, -0.686], [-3.571, -2.524, 0.524], [-4.277, -3.838, 0.157], [-4.617, -3.774, -1.311], [-5.125, -2.411, -1.680], [-3.953, -1.421, -1.578], [0.986, -5.142, 2.294], [0.104, -3.612, 2.188], [1.770, -3.633, 2.764], [0.945, -4.395, -0.100], [2.572, -4.385, 0.528], [3.811, -2.615, 0.617], [0.030, 1.492, -0.987], [-0.795, -3.278, -0.037], [-4.286, -1.810, 0.952], [-2.814, -2.715, 1.280], [-5.205, -3.989, 0.704], [-3.633, -4.705, 0.293], [-5.287, -4.501, -1.559], [-3.756, -3.940, -1.836], [-5.921, -2.184, -0.974], [-5.547, -2.451, -2.681], [-4.351, -0.463, -1.235], [-3.497, -1.263, -2.555], [5.665, 3.602, 1.346], [4.377, 4.762, 1.250], [3.329, 4.296, 0.606], [2.362, 5.249, 0.373], [1.159, 5.070, -0.302], [0.308, 6.152, -0.425], [0.639, 7.396, 0.120], [1.834, 7.583, 0.791], [2.697, 6.501, 0.906], [4.274, 6.436, 1.659], [0.921, 4.102, -0.723], [-0.628, 6.038, -0.954], [-0.044, 8.227, 0.010], [2.092, 8.548, 1.206]]}


(2)
{"formula": "C23H22N2O2", "method": "the ωB97M-V functional and the def2-TZVPD basis", "energy_ha": -1149.64342, "de_lowest_kcal_mol": 27.8, "e_homo_ev": -7.7, "elements": ["C", "O", "C", "C", "C", "C", "C", "C", "C", "C", "C", "C", "N", "C", "C", "O", "N", "C", "C", "C", "C", "C", "C", "C", "C", "C", "C", "H", "H", "H", "H", "H", "H", "H", "H", "H", "H", "H", "H", "H", "H", "H", "H", "H", "H", "H", "H", "H", "H"], "xyz": [[5.598, -1.847, -1.551], [5.662, -0.577, -2.154], [4.634, 0.288, -1.944], [4.775, 1.545, -2.577], [3.817, 2.504, -2.438], [2.660, 2.267, -1.664], [1.658, 3.243, -1.485], [0.539, 2.986, -0.743], [0.369, 1.723, -0.153], [1.355, 0.753, -0.268], [2.519, 1.003, -1.038], [3.518, 0.025, -1.188], [1.248, -0.423, 0.458], [0.133, -0.688, 0.994], [-1.114, 0.163, 0.870], [-0.767, 1.510, 0.562], [-1.838, 0.194, 2.128], [-1.178, 0.601, 3.338], [-2.880, -0.702, 2.090], [-3.665, -1.163, 3.135], [-4.690, -2.050, 2.840], [-4.928, -2.470, 1.543], [-4.138, -2.002, 0.497], [-3.115, -1.130, 0.778], [-2.143, -0.446, -0.154], [-2.869, 0.676, -0.904], [-1.490, -1.401, -1.151], [5.558, -1.769, -0.460], [4.732, -2.415, -1.905], [6.512, -2.360, -1.845], [5.663, 1.714, -3.165], [3.932, 3.463, -2.921], [1.785, 4.208, -1.953], [-0.235, 3.724, -0.604], [3.364, -0.916, -0.685], [0.055, -1.570, 1.617], [-0.455, 1.377, 3.094], [-1.916, 1.019, 4.024], [-0.660, -0.227, 3.838], [-3.488, -0.845, 4.151], [-5.311, -2.421, 3.642], [-5.728, -3.165, 1.340], [-4.324, -2.330, -0.515], [-3.698, 0.256, -1.468], [-3.259, 1.407, -0.199], [-2.195, 1.180, -1.594], [-1.047, -2.256, -0.644], [-2.241, -1.767, -1.848], [-0.714, -0.892, -1.721]]}


(3)
{"formula": "C23H22N3O3PtS4Sb", "method": "the ωB97M-V functional and the def2-TZVPD basis", "multiplicity": 2, "energy_ha": -3231.76287, "de_lowest_kcal_mol": 26.6, "total_charge": 1, "e_homo_ev": [-9.8, -9.8], "elements": ["Pt", "S", "Sb", "S", "S", "O", "C", "C", "C", "C", "C", "C", "C", "C", "N", "H", "H", "H", "H", "H", "H", "H", "H", "H", "H", "H", "O", "S", "O", "N", "C", "C", "C", "C", "C", "C", "C", "C", "N", "C", "C", "C", "C", "C", "C", "C", "H", "H", "H", "H", "H", "H", "H", "H", "H", "H", "H"], "xyz": [[-0.687, 0.701, 0.551], [1.762, 4.619, 2.045], [0.300, 4.144, 0.423], [1.082, 1.851, -0.335], [-1.380, 2.608, 1.609], [-2.777, -0.205, 1.108], [-3.133, -0.112, 2.512], [-2.570, -1.341, 3.199], [-1.187, -1.727, 2.665], [-0.087, -0.793, 3.069], [0.600, -1.039, 4.248], [1.625, -0.210, 4.660], [1.942, 0.885, 3.879], [1.232, 1.106, 2.721], [0.241, 0.284, 2.315], [-3.363, 0.361, 0.591], [-4.217, -0.077, 2.607], [-2.720, 0.814, 2.917], [-3.231, -2.194, 3.044], [-2.539, -1.141, 4.272], [-1.224, -1.804, 1.584], [-0.930, -2.722, 3.026], [0.316, -1.904, 4.832], [2.161, -0.414, 5.578], [2.716, 1.588, 4.151], [1.439, 1.983, 2.130], [0.833, -2.226, 0.744], [0.930, -2.106, -0.674], [0.631, -3.221, -1.519], [-0.155, -0.824, -1.047], [-0.654, -0.612, -2.246], [-0.428, -1.371, -3.430], [-1.009, -0.999, -4.629], [-1.827, 0.108, -4.712], [-2.100, 0.898, -3.561], [-2.939, 2.026, -3.607], [-3.167, 2.731, -2.459], [-2.553, 2.318, -1.273], [-1.748, 1.265, -1.208], [-1.521, 0.549, -2.336], [2.485, -1.419, -1.077], [3.232, -0.839, -0.060], [4.479, -0.318, -0.363], [4.960, -0.382, -1.662], [4.207, -0.974, -2.670], [2.962, -1.503, -2.381], [0.174, -2.262, -3.371], [-0.821, -1.594, -5.512], [-2.280, 0.388, -5.654], [-3.394, 2.318, -4.545], [-3.803, 3.603, -2.444], [-2.698, 2.855, -0.345], [2.840, -0.805, 0.947], [5.074, 0.139, 0.416], [5.936, 0.025, -1.893], [4.598, -1.035, -3.676], [2.383, -1.994, -3.150]]}


(4)
{"formula": "C23H22N3OsSi", "method": "the ωB97M-V functional and the def2-TZVPD basis", "energy_ha": -1433.10815, "de_lowest_kcal_mol": 9.2, "total_charge": 3, "e_homo_ev": -17.9, "elements": ["Os", "C", "C", "C", "C", "N", "C", "C", "C", "C", "C", "C", "N", "C", "C", "C", "C", "C", "N", "H", "H", "H", "H", "H", "H", "H", "H", "H", "H", "H", "C", "Si", "C", "C", "C", "C", "C", "C", "C", "H", "H", "H", "H", "H", "H", "H", "H", "H", "H", "H"], "xyz": [[0.409, -0.627, 0.040], [-2.817, -0.651, 3.132], [-3.833, -1.315, 2.468], [-3.613, -1.741, 1.163], [-2.391, -1.494, 0.568], [-1.388, -0.846, 1.223], [-1.615, -0.431, 2.479], [-2.048, -1.931, -0.801], [-2.853, -2.646, -1.670], [-2.339, -3.003, -2.908], [-1.033, -2.665, -3.257], [-0.257, -1.962, -2.360], [-0.795, -1.593, -1.166], [1.166, -1.581, -2.564], [1.884, -1.886, -3.699], [3.231, -1.538, -3.761], [3.823, -0.898, -2.686], [3.047, -0.599, -1.581], [1.747, -0.926, -1.516], [-2.940, -0.300, 4.148], [-4.783, -1.501, 2.951], [-4.389, -2.264, 0.623], [-0.813, 0.096, 2.976], [-3.857, -2.928, -1.390], [-2.952, -3.561, -3.606], [-0.634, -2.961, -4.216], [1.420, -2.395, -4.530], [3.809, -1.773, -4.645], [4.869, -0.625, -2.697], [3.466, -0.089, -0.725], [1.296, -1.207, 1.715], [-0.262, 1.578, 0.249], [-1.895, 2.197, -0.323], [0.834, 2.672, 1.154], [0.251, 3.768, 1.831], [1.043, 4.641, 2.548], [2.420, 4.453, 2.587], [3.017, 3.388, 1.912], [2.232, 2.499, 1.215], [0.977, -0.869, 2.695], [2.253, -0.748, 1.377], [1.408, -2.298, 1.737], [-2.540, 2.436, 0.529], [-2.423, 1.483, -0.955], [-1.744, 3.124, -0.884], [-0.818, 3.944, 1.790], [0.593, 5.477, 3.066], [3.039, 5.149, 3.139], [4.091, 3.269, 1.936], [2.706, 1.676, 0.690]]}